This record from OMol25 describes 2 unconnected molecules or ions with the total composition C13H17FN2O4 at a distorted geometry. The level of theory is wB97M-V/def2-TZVPD.

Structure (XYZ):
```
37
Properties=species:S:1:pos:R:3:forces:R:3:mulliken_charge:R:1
O 2.15497 0.51001 -0.14356 0.962 0.083 0.587 -0.5551
O -2.71342 -2.53461 -1.71143 0.377 -0.101 -0.167 -0.6354
O -0.05544 -1.99397 -4.80032 0.020 0.218 0.406 -0.6794
F -1.63165 0.02836 3.05107 0.415 0.134 -0.014 -0.2785
O 4.04209 0.70964 1.07387 -0.846 0.099 0.243 -0.4424
C 2.69723 0.70568 0.93526 -1.182 -0.391 -1.320 0.5765
C -2.23425 -1.59573 -1.09498 -1.567 -0.922 0.137 0.8413
C -0.68823 -1.44936 -3.90317 0.350 -0.691 -0.679 0.4047
C 0.03197 1.18948 4.29108 -0.142 -0.043 0.066 -0.4201
C 0.50956 0.39077 2.07547 -0.126 -0.081 -0.149 -0.3019
C 1.32549 1.70632 4.37592 -0.375 -0.415 -0.763 -0.8161
C -0.38028 0.53121 3.13803 1.198 0.408 -0.065 0.0223
C 1.82473 0.90451 2.12372 -0.210 0.381 1.944 0.0055
C 2.23129 1.58038 3.30905 -0.079 -0.044 0.033 1.0984
N -1.83177 -0.79380 -4.14161 -0.601 0.757 0.460 -0.1253
N -1.07148 -1.02775 -1.41664 1.506 0.780 -0.551 -0.1924
C -2.97967 -1.00607 0.07679 0.073 0.058 -0.110 -1.2142
C 3.59985 2.19846 3.48459 0.009 -0.068 -0.147 -1.4549
C -2.45679 -0.67913 -5.45734 0.482 -0.353 0.195 -0.9216
C -0.16412 -1.52902 -2.45961 -0.708 0.084 0.204 -0.3752
H 4.38321 0.53654 0.18352 0.059 0.006 -0.039 0.3452
H -0.65996 1.29622 5.12093 0.061 -0.024 -0.092 0.4132
H 0.16476 -0.14372 1.19682 0.178 0.056 0.033 0.4705
H 1.62377 2.21788 5.28651 0.020 -0.052 -0.191 0.3234
H -2.33446 -0.44568 -3.34207 -0.004 -0.056 -0.125 0.2349
H -0.75364 -0.24676 -0.86636 0.030 -0.007 -0.063 0.1938
H -3.99575 -1.39963 0.08109 0.169 0.027 -0.032 0.3508
H -3.00769 0.07877 -0.00493 0.014 0.124 0.233 0.3426
H -2.47648 -1.30189 0.99412 -0.024 0.146 0.178 0.2206
H 4.36109 1.41607 3.55950 -0.012 0.200 -0.111 0.2774
H 3.83737 2.84547 2.63471 0.130 -0.156 0.133 0.3425
H 3.64944 2.80654 4.39273 -0.133 -0.141 -0.137 0.3837
H -2.67666 -1.67735 -5.84188 -0.007 0.097 -0.075 0.2848
H -1.77327 -0.18267 -6.14866 -0.091 -0.054 -0.004 0.2932
H -3.38369 -0.10853 -5.38690 0.169 -0.053 0.146 0.3460
H 0.76633 -0.96214 -2.41305 -0.102 -0.005 0.049 0.3385
H 0.06556 -2.57455 -2.25228 -0.012 0.000 -0.212 0.3026
```
Positions in Å, forces in eV/Å.

Its spin multiplicity is 1. The largest force on an atom is 1.99 eV/Å. Its frontier orbital gap is 9.041 eV. The SMILES is Cc1ccc(F)cc1C(=O)O.CNC(=O)CNC(C)=O.